Version one
Density functional theory data (ωB97M-V/def2-TZVPD) for a gas-phase ion, C6H13N2O (charge +1).

Results
**Kohn-Sham gap (spin up / spin down)**: 5.8 / 7.4 eV
**E_LUMO (spin up / spin down)**: -2.79 / -6.57 eV
**HOMO energy (spin up / spin down)**: -8.6 / -13.9 eV

Geometry as ORCA input:
```
! RIJCOSX wB97M-V def2-TZVPD def2/J DEFGRID3
* xyz 1 3
C 1.15 0.21 0.93
C 0.33 1.16 -0.78
C 0.23 -0.31 -0.23
C 2.03 2.69 0.43
C -1.45 -1.70 -1.27
C -1.25 -1.68 1.17
N 1.26 1.42 0.28
N -1.15 -0.89 -0.09
O 1.65 -0.27 1.93
H 0.94 1.37 -1.80
H -0.55 1.69 -0.64
H 0.79 -0.81 -1.01
H 2.71 2.85 -0.42
H 1.30 3.48 0.57
H 2.51 2.46 1.35
H -0.89 -2.59 -1.29
H -2.43 -2.03 -1.25
H -1.37 -1.29 -2.21
H -2.39 -1.97 1.24
H -0.66 -2.55 1.11
H -1.00 -1.12 2.11
H -1.77 -0.14 -0.13
*
```

---

Version two
Density functional theory data (ωB97M-V/def2-TZVPD) for 2 unconnected molecules or ions with the total composition C6H13N2O.

Results
**Kohn-Sham gap (spin up / spin down)**: 7.4 / 5.6 eV
**E_LUMO (spin up / spin down)**: -2.51 / -6.46 eV
**HOMO energy (spin up / spin down)**: -9.9 / -12.1 eV

Geometry as ORCA input:
```
! RIJCOSX wB97M-V def2-TZVPD def2/J DEFGRID3
* xyz 1 3
C 1.54 -0.66 0.34
C 1.21 0.54 0.73
C -0.64 -0.86 -0.58
C 2.46 -1.76 0.22
C 2.04 1.53 1.49
C -1.31 -1.91 -1.31
N -0.96 0.29 -0.20
N -3.01 1.86 -0.46
O -0.05 1.08 0.49
H 3.42 -1.46 0.67
H 2.64 -2.01 -0.82
H 2.10 -2.64 0.75
H 1.93 2.51 1.04
H 3.08 1.23 1.48
H 1.69 1.59 2.52
H -2.39 -1.80 -1.31
H -1.04 -2.88 -0.91
H -0.95 -1.88 -2.35
H -1.91 0.96 -0.34
H -2.93 2.57 0.27
H -3.90 1.39 -0.36
H -2.99 2.33 -1.36
*
```

---

Most stable structure - version one; separation to the second - 0.0078 hartree.

---

Version one
Density functional theory data (ωB97M-V/def2-TZVPD) for C2H3ClFNS in the gas phase.

Results
**Kohn-Sham gap**: 9.5 eV
**E_LUMO**: 0.30 eV
**HOMO energy**: -9.2 eV

Geometry as ORCA input:
```
! RIJCOSX wB97M-V def2-TZVPD def2/J DEFGRID3
* xyz 0 1
F -1.29 0.30 0.81
C -0.78 -0.45 -0.20
Cl -1.19 0.33 -1.77
C 0.67 -0.68 -0.07
N 1.52 0.06 0.49
S 1.32 1.64 0.84
H -1.29 -1.43 -0.15
H 1.02 -1.64 -0.54
H 0.02 1.87 0.59
*
```

---

Version two
Density functional theory data (ωB97M-V/def2-TZVPD) for C2H3ClFNS in the gas phase.

Results
**Kohn-Sham gap**: 9.6 eV
**E_LUMO**: 0.08 eV
**HOMO energy**: -9.5 eV

Geometry as ORCA input:
```
! RIJCOSX wB97M-V def2-TZVPD def2/J DEFGRID3
* xyz 0 1
F 1.88 1.17 -0.65
C 1.00 0.17 -0.39
Cl 1.85 -1.45 -0.05
C 0.11 0.41 0.79
N -1.08 -0.06 0.84
S -1.81 -0.60 -0.60
H 0.46 -0.03 -1.35
H 0.60 0.67 1.71
H -3.01 -0.30 -0.30
*
```

---

Most stable structure - version one; separation to the second - 0.0034 hartree.

---

Version one
Density functional theory data (ωB97M-V/def2-TZVPD) for a gas-phase ion, C5H11NO (charge -1).

Results
**Kohn-Sham gap (spin up / spin down)**: 3.2 / 6.5 eV
**E_LUMO (spin up / spin down)**: 3.89 / 3.84 eV
**HOMO energy (spin up / spin down)**: 0.7 / -2.7 eV

Geometry as ORCA input:
```
! RIJCOSX wB97M-V def2-TZVPD def2/J DEFGRID3
* xyz -1 2
C 1.28 -0.37 -0.37
C 1.94 0.71 -1.05
C 0.61 0.16 0.92
N -0.78 0.83 0.85
C -1.85 0.27 0.12
C -1.96 -1.21 -0.01
O -2.91 -1.88 -0.39
H 2.09 -1.20 -0.05
H 0.47 -0.67 -1.04
H 2.22 0.37 -2.06
H 2.84 1.06 -0.64
H 1.39 1.58 -1.29
H 1.42 0.80 1.43
H 0.40 -0.73 1.51
H -1.02 0.83 1.83
H -1.84 0.65 -0.93
H -2.91 0.60 0.45
H -1.38 -1.79 0.73
*
```

---

Version two
Density functional theory data (ωB97M-V/def2-TZVPD) for a gas-phase ion, C5H11NO (charge -1).

Results
**Kohn-Sham gap (spin up / spin down)**: 3.3 / 7.0 eV
**E_LUMO (spin up / spin down)**: 3.94 / 3.80 eV
**HOMO energy (spin up / spin down)**: 0.7 / -3.2 eV

Geometry as ORCA input:
```
! RIJCOSX wB97M-V def2-TZVPD def2/J DEFGRID3
* xyz -1 2
O 2.05 -0.74 1.08
C 1.70 -0.07 0.14
C 0.39 0.80 0.18
C -0.76 -0.39 0.21
C -2.26 0.20 0.54
C -0.84 -1.54 -0.84
N 0.43 1.61 -1.06
H 1.83 -0.18 -1.01
H 0.29 1.51 1.16
H -0.65 -0.89 1.12
H -2.55 0.79 -0.30
H -2.99 -0.67 0.83
H -2.32 1.02 1.30
H -1.54 -2.41 -0.53
H 0.21 -1.90 -1.02
H -1.33 -1.03 -1.77
H 0.86 2.54 -0.92
H -0.55 1.84 -1.44
*
```

---

Version three
Density functional theory data (ωB97M-V/def2-TZVPD) for 2 unconnected molecules or ions with the total composition C5H11NO.

Results
**Kohn-Sham gap (spin up / spin down)**: 4.8 / 5.3 eV
**E_LUMO (spin up / spin down)**: 3.93 / 3.93 eV
**HOMO energy (spin up / spin down)**: -0.9 / -1.3 eV

Geometry as ORCA input:
```
! RIJCOSX wB97M-V def2-TZVPD def2/J DEFGRID3
* xyz -1 2
C 1.71 1.31 -0.49
N -0.99 0.13 -1.35
C 0.00 -0.55 -0.52
C 1.34 -0.14 -0.63
C 0.36 -2.16 1.36
C -0.43 -1.48 0.46
H 2.35 1.50 0.38
H 0.85 1.97 -0.51
H 2.38 1.66 -1.29
H -1.35 -0.25 -2.20
H -1.13 1.12 -1.30
H 2.19 -0.73 -0.98
H 1.43 -2.00 1.36
H -0.05 -2.51 2.32
H -1.42 -1.89 0.22
H -2.01 2.35 0.44
H -1.79 0.95 0.89
O -1.60 1.85 1.15
*
```

---

Version four
Density functional theory data (ωB97M-V/def2-TZVPD) for 3 unconnected molecules or ions with the total composition C5H11NO.

Results
**Kohn-Sham gap (spin up / spin down)**: 4.1 / 7.3 eV
**E_LUMO (spin up / spin down)**: 4.13 / 4.10 eV
**HOMO energy (spin up / spin down)**: 0.0 / -3.2 eV

Geometry as ORCA input:
```
! RIJCOSX wB97M-V def2-TZVPD def2/J DEFGRID3
* xyz -1 2
C 0.16 -0.73 2.62
C -0.96 -0.53 1.44
N -0.61 -0.97 0.06
C 0.77 -0.91 -1.91
C -0.07 -0.31 -1.07
C 0.67 1.49 -0.04
O -0.44 2.01 -0.20
H 0.66 0.28 2.69
H -0.23 -1.15 3.56
H 0.93 -1.37 2.23
H -1.89 -0.98 1.74
H -1.15 0.59 1.40
H 0.04 -1.74 0.16
H 2.16 1.07 -5.44
H 0.57 -0.68 -2.97
H 1.34 -1.62 -1.34
H -0.60 0.60 -1.35
H 2.49 1.61 -5.73
*
```

---

Most stable structure - version two; separation to the second - 0.0024 hartree.

---

Version one
Density functional theory data (ωB97M-V/def2-TZVPD) for a molecular structure, C6H6N.

Results
**Kohn-Sham gap (spin up / spin down)**: 7.8 / 8.1 eV
**E_LUMO (spin up / spin down)**: -5.36 / -7.84 eV
**HOMO energy (spin up / spin down)**: -13.1 / -15.9 eV

Geometry as ORCA input:
```
! RIJCOSX wB97M-V def2-TZVPD def2/J DEFGRID3
* xyz 1 3
C 0.33 -0.36 1.47
C 0.80 0.50 0.52
C 1.81 -0.33 1.23
C -0.30 0.36 -1.62
C -1.39 -0.70 0.50
C -1.30 0.34 -0.43
N 0.05 1.00 -0.43
H 2.36 0.13 2.05
H 2.39 -1.09 0.70
H 0.21 -0.55 -1.91
H -0.63 0.99 -2.44
H -2.17 -1.23 0.99
H -2.18 0.95 -0.62
*
```

---

Version two
Density functional theory data (ωB97M-V/def2-TZVPD) for a molecular structure, C6H6N.

Results
**Kohn-Sham gap (spin up / spin down)**: 7.5 / 6.9 eV
**E_LUMO (spin up / spin down)**: -5.18 / -8.60 eV
**HOMO energy (spin up / spin down)**: -12.7 / -15.5 eV

Geometry as ORCA input:
```
! RIJCOSX wB97M-V def2-TZVPD def2/J DEFGRID3
* xyz 1 3
C -1.42 0.38 -0.64
C -0.44 0.75 -1.41
C 2.14 0.28 0.08
C -1.05 -0.50 0.57
C 0.39 -0.94 0.54
C 1.06 -0.34 -0.58
N 1.37 0.13 1.11
H -2.50 0.74 -0.59
H -0.12 1.52 -2.10
H 3.05 0.86 0.01
H -1.20 0.19 1.38
H -1.89 -1.24 0.75
H 0.61 -1.84 0.89
*
```

---

Most stable structure - version two; separation to the second - 0.0255 hartree.

---

Version one
Density functional theory data (ωB97M-V/def2-TZVPD) for 3 unconnected molecules or ions with the total composition C2H10NO2.

Results
**Kohn-Sham gap**: 9.3 eV
**E_LUMO**: -5.15 eV
**HOMO energy**: -14.4 eV

Geometry as ORCA input:
```
! RIJCOSX wB97M-V def2-TZVPD def2/J DEFGRID3
* xyz 1 1
C -0.13 0.26 -2.23
C 1.35 2.04 -1.35
N 0.66 0.92 -1.20
H -0.15 -0.88 -2.35
H -1.23 0.31 -2.06
H -0.09 0.75 -3.14
H 1.74 2.42 -2.42
H 1.91 2.38 -0.44
H 0.57 0.62 -0.21
H -1.30 -0.47 1.07
H 0.12 -1.04 1.27
O -0.47 -0.66 0.58
H -0.91 -3.00 4.10
H -1.42 -1.58 4.38
O -0.65 -2.05 3.98
*
```

---

Version two
Density functional theory data (ωB97M-V/def2-TZVPD) for 3 unconnected molecules or ions with the total composition C2H10NO2.

Results
**Kohn-Sham gap**: 11.7 eV
**E_LUMO**: -4.42 eV
**HOMO energy**: -16.1 eV

Geometry as ORCA input:
```
! RIJCOSX wB97M-V def2-TZVPD def2/J DEFGRID3
* xyz 1 1
C -0.37 -1.73 0.23
C 1.53 -0.56 0.82
N 0.42 -0.51 0.22
H 0.04 -2.75 -0.09
H -1.13 -1.63 -0.57
H -0.84 -1.74 1.21
H 1.84 -1.39 1.48
H 2.17 0.29 0.77
H -0.10 0.34 -0.24
H -2.57 0.43 -0.76
H -1.57 1.14 -1.69
O -1.70 0.87 -0.77
H 0.11 2.84 -0.01
H 1.53 2.35 -0.40
O 0.64 2.05 -0.19
*
```

---

Version three
Density functional theory data (ωB97M-V/def2-TZVPD) for 2 unconnected molecules or ions with the total composition C2H10NO2.

Results
**Kohn-Sham gap**: 10.9 eV
**E_LUMO**: -3.80 eV
**HOMO energy**: -14.7 eV

Geometry as ORCA input:
```
! RIJCOSX wB97M-V def2-TZVPD def2/J DEFGRID3
* xyz 1 1
C -1.07 0.44 0.85
O -1.10 -0.51 1.85
C 0.28 0.51 0.08
N 0.05 1.47 -1.06
H -1.38 1.43 1.15
H -1.76 0.08 0.07
H -0.25 -0.54 2.30
H 1.12 0.86 0.67
H 0.51 -0.49 -0.30
H 0.46 1.17 -1.95
H 0.46 2.39 -0.91
H -0.96 1.60 -1.19
H 1.67 -2.90 0.12
H 0.85 -3.09 -1.15
O 1.13 -2.43 -0.51
*
```

---

Most stable structure - version three; separation to the second - 0.0099 hartree.

---

Version one
Density functional theory data (ωB97M-V/def2-TZVPD) for 2 unconnected molecules or ions with the total composition CH6NPS.

Results
**Kohn-Sham gap**: 8.6 eV
**E_LUMO**: -0.45 eV
**HOMO energy**: -9.1 eV

Geometry as ORCA input:
```
! RIJCOSX wB97M-V def2-TZVPD def2/J DEFGRID3
* xyz 0 1
H -3.02 -2.86 0.97
N -2.89 -2.36 0.16
P -2.18 -0.99 0.23
H -2.05 -0.82 1.77
C 1.03 1.36 -1.83
S 2.47 0.63 -1.03
H 0.45 0.46 -2.19
H 1.28 2.17 -2.50
H 0.43 1.67 -1.00
H 2.46 -0.66 -1.74
*
```

---

Version two
Density functional theory data (ωB97M-V/def2-TZVPD) for a molecular structure, CH6NPS.

Results
**Kohn-Sham gap**: 7.6 eV
**E_LUMO**: -0.40 eV
**HOMO energy**: -8.0 eV

Geometry as ORCA input:
```
! RIJCOSX wB97M-V def2-TZVPD def2/J DEFGRID3
* xyz 0 1
C -1.00 -0.68 -0.02
N 0.17 1.41 0.72
P -0.28 0.36 -1.22
S 1.59 -0.51 -1.62
H -1.98 -0.33 0.28
H -1.13 -1.65 -0.49
H -0.28 -0.76 0.79
H 1.18 1.51 0.46
H -0.03 2.13 1.79
H 1.75 -1.49 -0.69
*
```

---

Most stable structure - version one; separation to the second - 0.0434 hartree.

---

Version one
Density functional theory data (ωB97M-V/def2-TZVPD) for 2 unconnected molecules or ions with the total composition CH6NPS.

Results
**Kohn-Sham gap (spin up / spin down)**: 8.4 / 7.6 eV
**E_LUMO (spin up / spin down)**: -0.59 / -0.47 eV
**HOMO energy (spin up / spin down)**: -9.0 / -8.1 eV

Geometry as ORCA input:
```
! RIJCOSX wB97M-V def2-TZVPD def2/J DEFGRID3
* xyz 0 1
C -0.57 -1.52 0.03
N -0.56 1.72 0.58
P -0.05 -0.08 -1.21
S 2.09 -0.19 -1.03
H -1.60 -1.69 -0.17
H -0.39 -1.03 1.04
H 0.07 -2.33 -0.01
H 0.03 1.14 1.18
H -0.14 2.66 0.53
H 2.35 0.49 -2.20
*
```

---

Version two
Density functional theory data (ωB97M-V/def2-TZVPD) for CH6NPS in the gas phase.

Results
**Kohn-Sham gap**: 8.1 eV
**E_LUMO**: 0.13 eV
**HOMO energy**: -7.9 eV

Geometry as ORCA input:
```
! RIJCOSX wB97M-V def2-TZVPD def2/J DEFGRID3
* xyz 0 1
C 0.78 -1.05 0.40
S -0.16 0.29 -0.10
N -1.47 -0.52 0.15
P -0.03 2.41 0.16
H 1.08 -0.89 1.34
H 1.42 -1.67 -0.26
H -0.11 -1.66 0.56
H 0.05 0.21 -1.58
H -2.14 0.21 0.43
H 0.60 2.67 -1.10
*
```

---

Most stable structure - version one; separation to the second - 0.1098 hartree.

---

Version one
Density functional theory data (ωB97M-V/def2-TZVPD) for 6 unconnected molecules or ions with the total composition C6H24O6.

Results
**Kohn-Sham gap**: 10.6 eV
**E_LUMO**: 0.42 eV
**HOMO energy**: -10.2 eV

Geometry as ORCA input:
```
! RIJCOSX wB97M-V def2-TZVPD def2/J DEFGRID3
* xyz 0 1
C 6.82 -1.21 -0.51
O 8.16 -1.70 -0.41
H 6.88 -0.20 -0.90
H 6.22 -1.83 -1.17
H 6.20 -1.16 0.39
H 8.54 -1.63 -1.29
C 2.47 -0.30 -5.72
O 1.83 -0.14 -4.53
H 3.06 -1.22 -5.69
H 1.85 -0.39 -6.61
H 3.05 0.62 -5.76
H 1.33 0.68 -4.60
C -7.92 1.24 1.60
O -6.93 2.24 1.71
H -7.84 0.49 2.39
H -8.88 1.74 1.64
H -7.81 0.79 0.62
H -6.07 1.82 1.75
C -0.57 -5.16 -4.41
O 0.50 -4.83 -3.60
H -1.53 -4.90 -3.95
H -0.47 -4.60 -5.34
H -0.58 -6.21 -4.70
H 0.43 -3.88 -3.47
C -0.61 4.88 7.20
O -0.89 3.53 6.73
H -1.18 5.19 8.07
H 0.46 4.98 7.41
H -0.89 5.62 6.45
H -0.60 2.94 7.43
C -0.72 0.32 1.24
O -1.70 0.67 2.19
H -0.15 1.13 0.80
H 0.05 -0.36 1.60
H -1.24 -0.20 0.44
H -1.29 1.05 2.97
*
```

---

Version two
Density functional theory data (ωB97M-V/def2-TZVPD) for 6 unconnected molecules or ions with the total composition C6H24O6.

Results
**Kohn-Sham gap**: 9.8 eV
**E_LUMO**: 0.26 eV
**HOMO energy**: -9.5 eV

Geometry as ORCA input:
```
! RIJCOSX wB97M-V def2-TZVPD def2/J DEFGRID3
* xyz 0 1
C 5.68 -7.06 -28.01
O 5.78 -5.64 -28.14
H 6.20 -7.37 -27.10
H 4.64 -7.36 -27.97
H 6.10 -7.56 -28.88
H 6.60 -5.37 -27.71
C 2.08 -8.76 -34.76
O 0.91 -9.24 -34.15
H 2.11 -7.68 -34.87
H 3.02 -9.11 -34.33
H 2.08 -9.15 -35.79
H 1.11 -9.22 -33.19
C 2.76 -8.27 -30.87
O 1.72 -9.11 -31.40
H 3.73 -8.46 -31.35
H 2.49 -7.25 -31.12
H 2.88 -8.45 -29.80
H 1.82 -9.94 -30.90
C 0.59 -12.87 -30.06
O 1.49 -11.78 -30.21
H -0.18 -12.76 -30.81
H 1.07 -13.84 -30.22
H 0.16 -12.87 -29.06
H 2.28 -11.96 -29.69
C 3.16 -9.38 -26.80
O 3.05 -8.65 -25.59
H 2.97 -10.43 -26.60
H 2.44 -8.97 -27.50
H 4.15 -9.34 -27.26
H 3.92 -8.60 -25.18
C -1.80 -9.96 -32.29
O -2.10 -8.57 -32.21
H -1.91 -10.27 -33.33
H -0.77 -10.24 -32.06
H -2.52 -10.53 -31.69
H -2.31 -8.38 -31.28
*
```

---

Most stable structure - version two; separation to the second - 0.0296 hartree.